C30H33N6O2PtS | ωB97M-V/def2-TZVPD

ORCA input file:
```
! RIJCOSX wB97M-V def2-TZVPD def2/J DEFGRID3
* xyz 1 1
Pt 0.0900 0.0789 -0.3091
N -5.9771 5.6991 -1.0293
C -4.9358 4.8262 -1.0544
C -3.6221 5.2813 -0.8419
C -2.5621 4.4087 -0.8804
C -2.8024 3.0587 -1.1221
C -4.0940 2.5837 -1.3195
C -5.1542 3.4608 -1.2985
S -1.4630 1.9793 -1.0794
O -0.3906 2.5794 -1.8253
O -1.7882 0.5684 -1.4658
N -0.9065 1.7427 0.4582
C -1.8777 1.3214 1.4058
N -2.8629 2.1623 1.6971
C -3.7340 1.7582 2.6151
C -3.6208 0.5424 3.2673
C -2.5328 -0.2343 2.9173
N -1.6576 0.1412 1.9872
H -5.8302 6.6750 -0.8534
H -6.9174 5.3858 -1.1791
H -3.4471 6.3332 -0.6547
H -1.5522 4.7639 -0.7274
H -4.2602 1.5284 -1.4949
H -6.1609 3.1009 -1.4689
H -4.5440 2.4430 2.8406
H -4.3340 0.2255 4.0131
H -2.3492 -1.1926 3.3909
C 1.3523 -0.4847 3.3793
C 1.8380 0.8677 2.9386
C 2.0722 1.8937 3.8467
C 2.5496 3.1221 3.4188
C 2.8025 3.3490 2.0749
C 2.5817 2.3557 1.1281
C 2.8377 2.5883 -0.3336
C 2.1065 1.1344 1.5996
N 1.8297 0.0995 0.6352
C 2.7231 -0.7385 0.2502
C 4.1122 -0.8040 0.7760
C 2.2467 -1.6924 -0.7902
C 3.1181 -2.7859 -1.2960
N 1.0413 -1.4698 -1.1620
C 0.3662 -2.2733 -2.1449
C 0.4402 -1.8725 -3.4769
C 1.2166 -0.6498 -3.8777
C -0.2528 -2.6393 -4.4054
C -0.9905 -3.7435 -4.0062
C -1.0595 -4.0961 -2.6681
C -0.3837 -3.3590 -1.7022
C -0.4462 -3.7251 -0.2448
H 0.9659 -0.4370 4.3959
H 2.1660 -1.2157 3.3722
H 0.5572 -0.8508 2.7283
H 1.8746 1.7222 4.8974
H 2.7243 3.9111 4.1381
H 3.1683 4.3136 1.7466
H 3.0855 3.6327 -0.5115
H 1.9596 2.3438 -0.9351
H 3.6776 1.9872 -0.6942
H 4.3205 0.0241 1.4479
H 4.8268 -0.7914 -0.0483
H 4.2566 -1.7440 1.3140
H 3.4368 -3.4217 -0.4676
H 4.0200 -2.3695 -1.7487
H 2.5971 -3.3913 -2.0331
H 0.8688 0.2335 -3.3354
H 1.1024 -0.4598 -4.9427
H 2.2850 -0.7620 -3.6750
H -0.2187 -2.3581 -5.4502
H -1.5253 -4.3270 -4.7436
H -1.6518 -4.9487 -2.3606
H -1.2885 -4.3881 -0.0569
H -0.5597 -2.8424 0.3887
H 0.4600 -4.2484 0.0728
*
```

Summary:
- lowest unoccupied orbital energy (eV) = -3.79
- HOMO (eV) = -10.4
- orbital gap (eV) = 6.6



C38H45As2BCrN8O10 | ωB97M-V/def2-TZVPD

ORCA input file:
```
! RIJCOSX wB97M-V def2-TZVPD def2/J DEFGRID3
* xyz 1 2
Cr -0.6146 -0.1310 -0.3979
C 4.3844 0.2589 2.3582
C 4.2068 -0.1259 0.9263
C 4.9270 -1.0757 0.1737
C 4.3475 -1.0323 -1.0720
N 3.3644 -0.1056 -1.0444
N 3.2681 0.4430 0.1892
B 2.3117 0.1315 -2.1229
N 1.4882 1.3939 -1.7206
C 1.8880 2.6402 -1.9713
C 1.3064 3.4959 -1.0552
C 0.5434 2.6746 -0.2363
C -0.1572 3.0625 1.0224
N 0.6303 1.4031 -0.6690
N 1.4147 -1.1249 -2.2224
C 1.6519 -2.1698 -3.0220
C 1.1129 -3.3008 -2.4485
C 0.5482 -2.8608 -1.2513
C -0.0793 -3.7081 -0.1967
N 0.7243 -1.5409 -1.1247
N 2.9725 0.3983 -3.4598
C 4.2128 0.8864 -3.6952
C 4.3033 1.1782 -5.0339
C 3.0388 0.8373 -5.5566
C 2.5619 0.9522 -6.9676
N 2.2451 0.3764 -4.6052
H 5.4281 0.4740 2.5878
H 4.0631 -0.5421 3.0276
H 3.7958 1.1495 2.5746
H 5.7509 -1.6895 0.4924
H 4.5664 -1.5865 -1.9698
H 2.5921 2.8348 -2.7624
H 1.4513 4.5573 -0.9644
H -0.9769 3.7571 0.8397
H 0.5555 3.5757 1.6697
H -0.5307 2.1975 1.5654
H 2.2115 -2.0314 -3.9303
H 1.1479 -4.3087 -2.8213
H 0.5153 -4.6132 -0.0703
H -1.0948 -4.0068 -0.4594
H -0.1040 -3.1934 0.7606
H 4.9289 0.9907 -2.8977
H 5.1541 1.5684 -5.5636
H 3.4016 1.0689 -7.6508
H 1.9077 1.8163 -7.0911
H 2.0012 0.0651 -7.2590
C -0.0423 -0.4264 3.7726
C -0.6827 -0.8073 2.4733
O -0.1792 -0.2791 1.4541
C -1.8173 -1.6808 2.3776
C -2.3617 -2.2860 3.5377
C -3.4316 -3.1337 3.4683
C -3.9937 -3.4193 2.2082
C -3.4889 -2.8663 1.0657
C -2.3901 -1.9723 1.1092
O -1.9657 -1.4711 -0.0087
H 0.9657 -0.0748 3.5703
H -0.0146 -1.2356 4.4971
H -0.6215 0.3984 4.1974
H -1.9155 -2.0770 4.5001
H -3.8285 -3.5936 4.3617
H -4.8378 -4.0942 2.1422
H -3.9116 -3.0932 0.0946
C -2.5036 2.8018 -3.8134
O -1.6462 1.9588 -3.0478
C -2.1221 0.7406 -2.6906
O -1.2068 -0.0525 -2.2215
C -3.3303 0.7128 -1.7770
C -4.3506 0.0033 -2.2762
As -5.8971 -0.6582 -1.2692
C -7.1613 0.7916 -1.6742
C -5.4303 -0.0008 0.5277
C -4.3177 0.5549 0.9948
As -2.8317 1.3026 -0.0060
C -3.4422 3.1516 -0.1072
C -4.0367 0.8086 2.4419
O -3.1357 1.5576 2.7585
O -4.8282 0.1574 3.2721
C -4.6920 0.4255 4.6820
C -6.6117 -0.2423 1.4341
O -7.2631 0.6524 1.8996
O -6.8628 -1.5432 1.5615
C -7.9997 -1.8928 2.3753
C -3.9032 -0.3631 -3.6410
O -2.7486 0.0667 -3.9583
O -4.5082 -1.0383 -4.5528
C -5.8280 -1.5909 -4.3548
H -2.5798 2.4395 -4.8371
H -2.0408 3.7844 -3.8073
H -3.5005 2.8735 -3.3659
H -7.6229 0.6229 -2.6454
H -6.6602 1.7570 -1.6618
H -7.9433 0.7815 -0.9158
H -4.4988 3.1678 -0.3691
H -2.8539 3.6821 -0.8551
H -3.2945 3.6026 0.8716
H -5.7014 0.5205 5.0722
H -4.1254 1.3386 4.8402
H -4.1860 -0.4235 5.1378
H -8.3036 -2.8829 2.0508
H -8.8008 -1.1708 2.2383
H -7.6938 -1.9144 3.4202
H -6.0796 -2.0285 -5.3144
H -6.5257 -0.7906 -4.1120
H -5.7888 -2.3540 -3.5807
*
```

Summary:
- lowest unoccupied orbital energy (alpha / beta) (eV) = -3.68 / -3.66
- HOMO (alpha / beta) (eV) = -10.2 / -10.2
- orbital gap (alpha / beta) (eV) = 6.5 / 6.5



C4H10Br2O3Si | ωB97M-V/def2-TZVPD

ORCA input file:
```
! RIJCOSX wB97M-V def2-TZVPD def2/J DEFGRID3
* xyz 0 3
C 1.0090 -1.8623 -0.4821
C -0.6812 0.2741 3.2547
C 0.9377 2.3763 -0.7090
C -1.2618 -1.8917 -2.8670
O 0.7338 -0.7383 0.2766
O -1.1863 0.2979 1.9191
O 0.1700 1.8783 0.4277
Si -0.3217 0.3881 0.5304
Br -1.9817 0.1635 -0.9790
Br -0.1381 -1.3150 -4.1545
H 0.6479 -2.7353 -0.0026
H 2.1061 -1.9542 -0.4827
H 0.5766 -1.8527 -1.3737
H -0.9487 1.3249 3.7216
H 0.3391 0.0404 3.1878
H -1.2214 -0.5132 3.7800
H 1.5736 3.1879 -0.2913
H 0.1822 2.8661 -1.4185
H 1.6817 1.6456 -1.2024
H -2.2167 -1.5802 -3.1352
*
```

Summary:
- lowest unoccupied orbital energy (alpha / beta) (eV) = 0.65 / -1.30
- HOMO (alpha / beta) (eV) = -7.9 / -10.1
- orbital gap (alpha / beta) (eV) = 8.6 / 8.8



H20Na3O14S | ωB97M-V/def2-TZVPD

ORCA input file:
```
! RIJCOSX wB97M-V def2-TZVPD def2/J DEFGRID3
* xyz 1 1
Na -3.4649 -2.0473 -0.4170
Na -0.9998 -3.4808 1.6223
Na -2.8587 0.4584 2.3867
S -0.2847 -0.7208 0.1146
O -1.0628 -1.9817 -0.1324
O -0.5121 0.1530 -1.0399
O -0.8196 -0.1034 1.3829
O 1.1218 -1.0148 0.2934
O 1.3818 1.8320 -1.9091
H 0.7045 1.2495 -1.5148
H 0.9463 2.6821 -2.0271
O -2.9428 1.5542 -1.4498
H -2.1344 1.0878 -1.7187
H -3.4656 0.8905 -0.9976
O 3.6014 -0.5388 -0.8711
H 4.0940 0.2843 -0.9481
H 2.8031 -0.3061 -0.3821
O 1.5629 2.6667 0.9943
H 1.5761 1.7515 0.6938
H 0.8556 3.0882 0.4974
O 2.7683 -0.1259 2.7788
H 2.0166 0.0326 3.3733
H 2.4092 -0.6219 2.0334
O 1.3477 -3.7117 1.0180
H 2.2522 -3.7013 1.3512
H 1.2929 -2.8672 0.5252
O -2.7708 -1.4023 -2.6994
H -1.8002 -1.3611 -2.7344
H -3.0443 -1.0214 -3.5410
O 0.0215 -0.7841 -3.6435
H 0.0142 -0.6686 -2.6852
H 0.3998 0.0415 -3.9683
O -1.8198 2.4865 1.2931
H -1.1796 1.7545 1.2432
H -2.2430 2.4975 0.4177
O 0.3304 0.8307 3.7896
H -0.3993 0.2630 4.0491
H 0.3021 0.8550 2.8213
*
```

Summary:
- lowest unoccupied orbital energy (eV) = -6.30
- relative energy (zero: lowest compared OMol25 entry of this formula, charge and spin) (eV) = 0.5483
- HOMO (eV) = -12.3
- orbital gap (eV) = 6.0



C2H3N3O | ωB97M-V/def2-TZVPD

ORCA input file:
```
! RIJCOSX wB97M-V def2-TZVPD def2/J DEFGRID3
* xyz 0 1
N 0.8482 -0.6113 -1.1646
C 0.1965 0.0410 -0.1334
C -0.8405 -0.3839 0.7555
N -1.0127 0.5410 1.6529
O -0.1352 1.5188 1.3636
N 0.5955 1.2216 0.2570
H 1.5093 0.0192 -1.6017
H 0.2692 -1.0766 -1.8502
H -1.4367 -1.2856 0.7807
*
```

Summary:
- lowest unoccupied orbital energy (eV) = 0.84
- relative energy (zero: lowest compared OMol25 entry of this formula, charge and spin) (eV) = 2.4186
- HOMO (eV) = -9.7
- orbital gap (eV) = 10.6
- SMILES = Nc1cnon1



C7H14N2 | ωB97M-V/def2-TZVPD

ORCA input file:
```
! RIJCOSX wB97M-V def2-TZVPD def2/J DEFGRID3
* xyz 0 1
C -2.2115 -0.9145 -0.3305
C -0.9791 -0.1050 -0.6357
C -1.0381 1.3879 -0.0189
N 0.3627 1.7823 0.4388
C 1.1091 0.8179 -0.3087
C 2.4030 -0.0113 -0.1731
N 1.6367 -1.2252 -0.5838
C 0.3953 -0.4813 -0.0495
C 0.2324 -0.8834 1.3886
H -3.1375 -0.4318 -0.6232
H -2.2738 -1.0574 0.7714
H -2.1653 -1.9538 -0.7103
H -0.8660 -0.0419 -1.6790
H -1.7792 1.4045 0.8195
H -1.4244 2.0807 -0.7947
H 0.4972 2.7281 0.1588
H 1.0233 0.9907 -1.4016
H 3.2272 0.2447 -0.8282
H 2.7736 -0.0928 0.8862
H 1.6355 -1.1728 -1.6279
H -0.3095 -0.1440 1.9986
H -0.3334 -1.8465 1.4364
H 1.2219 -1.0752 1.8668
*
```

Summary:
- lowest unoccupied orbital energy (eV) = 0.97
- relative energy (zero: lowest compared OMol25 entry of this formula, charge and spin) (eV) = 2.4719
- HOMO (eV) = -9.0
- orbital gap (eV) = 9.9
- SMILES = C[C@H]1CN[C@H]2CN[C@@]21C



C21H23IN5O2S4SbW | ωB97M-V/def2-TZVPD

ORCA input file:
```
! RIJCOSX wB97M-V def2-TZVPD def2/J DEFGRID3
* xyz -2 1
W 0.4200 1.5079 0.0726
C 0.5088 2.0767 4.5914
C -0.6561 1.4699 5.0209
C -1.5124 0.9300 4.0788
C -1.1766 1.0211 2.7372
N -0.0236 1.5773 2.3250
C 0.7982 2.0947 3.2399
C -2.0307 0.4531 1.6851
C -3.2204 -0.1963 1.9780
C -3.9165 -0.8083 0.9601
C -3.4179 -0.7280 -0.3308
C -2.2489 -0.0330 -0.5553
N -1.5618 0.5555 0.4319
H 1.2051 2.5424 5.2741
H -0.9048 1.4040 6.0722
H -2.4049 0.4059 4.3925
H 1.7109 2.5372 2.8737
H -3.5636 -0.3192 2.9950
H -4.8129 -1.3679 1.1944
H -3.9171 -1.1982 -1.1670
H -1.8460 0.0721 -1.5488
S 1.8967 6.0010 -1.0469
Sb 1.4259 4.7020 0.7346
S -0.7663 3.7152 0.6353
S 2.5600 2.4997 0.5523
S 1.8751 5.3982 2.8564
C 2.1661 0.9111 -4.1592
C 1.3823 -0.3068 -3.6505
C 2.3498 -1.3977 -3.2091
C 0.4599 -0.8343 -4.7515
C 0.5612 0.2047 -2.4735
N 0.9270 0.1023 -1.2560
H 2.7639 0.6237 -5.0288
H 2.8291 1.2946 -3.3822
H 1.4905 1.7174 -4.4447
H 2.9621 -1.7094 -4.0599
H 1.8129 -2.2676 -2.8269
H 3.0052 -1.0298 -2.4198
H 1.0548 -1.1506 -5.6127
H -0.2388 -0.0632 -5.0742
H -0.1150 -1.6946 -4.4001
C 1.1931 -0.3805 1.1601
H 1.1166 -0.3310 2.2390
H 2.2473 -0.3421 0.8853
I -4.4186 -2.4967 4.9251
C -0.5355 -2.0224 1.4246
C -0.9787 -3.3277 1.0856
C -0.2732 -4.1931 0.2829
C 0.9321 -3.7665 -0.2833
C 1.3618 -2.5021 0.0045
N 0.6538 -1.7033 0.8298
H -1.9217 -3.6476 1.5159
H -0.6390 -5.1965 0.0899
H 1.5231 -4.3968 -0.9340
H 2.2684 -2.0853 -0.4058
O -0.4720 0.9485 -2.8085
N -0.5472 2.1425 -1.7003
O 0.6587 2.5878 -1.6144
*
```

Summary:
- lowest unoccupied orbital energy (eV) = 3.31
- relative energy (zero: lowest compared OMol25 entry of this formula, charge and spin) (eV) = 0.0000
- HOMO (eV) = -2.6
- orbital gap (eV) = 5.9



C3H6N2OS2 | ωB97M-V/def2-TZVPD

ORCA input file:
```
! RIJCOSX wB97M-V def2-TZVPD def2/J DEFGRID3
* xyz 0 1
C -1.4953 1.7845 -0.0105
C -0.6165 0.5122 0.0068
C 2.6526 -0.9001 0.0202
H -2.0644 1.6886 0.9486
H -2.2948 1.6202 -0.7356
H -0.9276 2.6244 -0.2395
H 0.8514 -1.7524 -0.3526
H 3.3015 -1.8433 -0.1263
H -2.7908 -2.0639 1.2995
N 1.3080 -0.8454 -0.5450
N -1.0467 -0.6815 -0.0604
O 3.4144 0.1079 0.4442
S 0.8986 0.8148 -0.0724
S -2.6776 -0.7416 0.0593
*
```

Summary:
- lowest unoccupied orbital energy (eV) = -0.28
- relative energy (zero: lowest compared OMol25 entry of this formula, charge and spin) (eV) = 5.9871
- HOMO (eV) = -8.3
- orbital gap (eV) = 8.0